Entry 1:
{"formula": "C28H28N2O2", "method": "ωB97M-V/def2-TZVPD", "spin_multiplicity": 1, "homo_ev": -5.3, "lumo_ha": -0.0556, "homo_lumo_gap_ev": 3.82, "total_charge": 0, "elements": ["C", "O", "C", "C", "C", "C", "C", "O", "C", "H", "H", "H", "H", "H", "H", "H", "C", "C", "N", "C", "C", "C", "C", "C", "C", "C", "C", "C", "C", "C", "C", "N", "C", "C", "C", "C", "C", "C", "C", "H", "H", "H", "H", "H", "H", "H", "H", "H", "H", "H", "H", "H", "H", "H", "H", "H", "H", "H", "H", "H"], "coordinates": [[-5.424764, -3.227181, -1.940103], [-4.296511, -2.397328, -1.831943], [-3.080643, -3.062278, -1.818610], [-2.938737, -4.463443, -1.861397], [-1.691625, -5.055338, -1.856492], [-0.553124, -4.298106, -1.811409], [-0.634875, -2.875203, -1.760952], [0.390521, -2.176537, -1.716312], [-1.927032, -2.291568, -1.760833], [-6.302512, -2.580059, -1.959808], [-5.378513, -3.798507, -2.869369], [-5.484784, -3.891742, -1.075852], [-3.810338, -5.088862, -1.893531], [-1.610325, -6.129707, -1.888454], [0.423462, -4.750568, -1.810211], [-2.004651, -1.222877, -1.708465], [-0.962169, -2.111153, 1.650850], [-0.995070, -0.630866, 1.641077], [-2.042353, 0.113270, 2.140652], [-3.277943, -0.429542, 2.705624], [-1.723550, 1.476063, 2.055521], [-0.431586, 1.581797, 1.508851], [0.195356, 2.831400, 1.439647], [-0.491944, 3.944997, 1.854475], [-1.798860, 3.845360, 2.342283], [-2.416475, 2.624246, 2.456439], [0.017981, 0.243338, 1.195894], [1.271181, -0.150004, 0.662033], [2.287305, 0.692276, 0.102760], [3.669797, 0.564239, 0.341261], [4.312641, -0.429854, 1.226515], [4.335810, 1.588778, -0.295019], [5.779728, 1.818175, -0.256977], [3.410602, 2.364860, -1.006525], [2.138392, 1.796753, -0.817595], [1.032413, 2.279651, -1.523963], [1.210509, 3.356343, -2.357668], [2.464290, 3.964684, -2.494788], [3.566821, 3.480020, -1.832239], [-0.056691, -2.497512, 1.181969], [-1.002456, -2.491111, 2.673523], [-1.817423, -2.520678, 1.112195], [-3.929961, 0.374277, 3.042906], [-3.800584, -1.012496, 1.949271], [-3.057571, -1.078689, 3.552336], [1.207429, 2.905698, 1.085922], [-0.014333, 4.908501, 1.806373], [-2.323758, 4.740706, 2.637224], [-3.413415, 2.546044, 2.851483], [1.509758, -1.198628, 0.729053], [3.583585, -1.123507, 1.649958], [5.054251, -1.016601, 0.681470], [4.813248, 0.074563, 2.054385], [6.052956, 2.676414, -0.866542], [6.107755, 2.001387, 0.764575], [6.305748, 0.944919, -0.637028], [0.075519, 1.799466, -1.406833], [0.371382, 3.727276, -2.922682], [2.570719, 4.805997, -3.159307], [4.535390, 3.928456, -1.955636]], "atomic_forces_ev_per_a": [[-0.096, 0.181, -0.030], [0.527, -0.115, 0.093], [0.889, -0.459, 0.005], [-1.607, 0.483, 0.032], [0.556, 0.207, 0.040], [-0.230, -0.150, 0.063], [-0.830, -0.726, -0.060], [2.124, 1.630, 0.524], [-0.926, -0.280, 0.118], [0.082, 0.005, 0.009], [-0.140, -0.175, 0.058], [-0.146, -0.181, -0.067], [-0.210, -0.211, -0.047], [-0.093, -0.251, -0.021], [0.255, -0.051, -0.020], [0.003, 0.473, -0.090], [-0.195, -0.108, 0.029], [-0.987, 0.385, 0.540], [0.970, -0.827, -0.493], [0.209, -0.156, -0.227], [0.756, 0.664, -0.128], [-0.283, 0.504, -0.036], [-0.144, -0.531, 0.062], [-0.262, 0.152, 0.152], [0.331, 0.190, -0.171], [-0.227, -1.027, 0.012], [1.484, 0.061, -0.699], [-0.853, 0.408, 0.402], [0.141, -0.171, -0.080], [-0.812, 0.599, -0.530], [0.380, -0.060, 0.040], [-0.262, -0.340, 0.261], [-0.305, -0.251, 0.164], [-0.617, -0.346, -0.130], [-0.005, 0.171, 0.188], [0.364, -0.118, 0.275], [-0.013, 0.059, -0.072], [-0.209, -0.093, -0.030], [0.481, -0.416, 0.334], [-0.193, 0.132, -0.128], [-0.051, 0.076, 0.126], [0.018, -0.045, -0.139], [0.199, 0.019, -0.097], [-0.033, 0.004, -0.048], [0.061, 0.036, 0.015], [0.072, 0.114, -0.045], [0.060, 0.195, -0.011], [-0.075, 0.049, 0.058], [-0.248, 0.058, 0.124], [0.054, -0.279, 0.047], [0.043, 0.184, -0.143], [0.076, 0.024, 0.025], [0.092, -0.077, 0.070], [-0.212, -0.049, 0.005], [0.010, 0.050, 0.063], [0.030, -0.032, -0.059], [-0.181, -0.051, -0.048], [-0.097, 0.115, -0.084], [0.045, 0.151, -0.055], [0.229, 0.195, -0.147]], "nbo_charge": [-0.248, -0.533, 0.390, -0.456, -0.184, -0.365, 0.399, -0.791, -0.465, 0.182, 0.177, 0.167, 0.197, 0.195, 0.197, 0.196, -0.691, 0.402, -0.312, -0.412, 0.120, -0.003, -0.192, -0.216, -0.204, -0.225, -0.223, 0.103, -0.143, 0.296, -0.665, -0.345, -0.407, 0.201, -0.105, -0.166, -0.216, -0.203, -0.261, 0.265, 0.231, 0.281, 0.224, 0.233, 0.216, 0.228, 0.217, 0.219, 0.215, 0.232, 0.242, 0.240, 0.232, 0.226, 0.210, 0.215, 0.234, 0.220, 0.218, 0.212]}

---

Entry 2:
{"formula": "C4H7NO", "method": "ωB97M-V/def2-TZVPD", "smiles": "C[C@@]1(C=O)CN1", "spin_multiplicity": 1, "homo_ev": -9.9, "lumo_ha": 0.0316, "homo_lumo_gap_ev": 10.74, "total_charge": 0, "elements": ["C", "C", "C", "N", "C", "O", "H", "H", "H", "H", "H", "H", "H"], "coordinates": [[0.324737, 1.200171, -0.884006], [0.053498, 0.012931, 0.005933], [-1.271910, -0.650379, 0.002352], [-0.143006, -1.290761, -0.656155], [0.886542, -0.084414, 1.251809], [2.021335, 0.330634, 1.314102], [1.384142, 1.251643, -1.144520], [-0.267517, 1.121794, -1.801007], [0.047179, 2.125545, -0.364894], [-1.657347, -1.071674, 0.930430], [-2.026381, -0.267966, -0.683278], [0.227850, -2.052698, -0.088427], [0.420877, -0.624827, 2.117661]], "atomic_forces_ev_per_a": [[0.008, -0.035, -0.023], [0.067, 0.262, -0.020], [-0.286, 0.080, 0.158], [0.135, -0.193, 0.045], [0.446, -0.041, -0.022], [-0.773, -0.108, 0.122], [-0.116, 0.003, 0.026], [0.120, -0.024, 0.153], [0.077, -0.145, -0.103], [0.097, 0.049, -0.138], [0.119, -0.048, 0.193], [-0.055, 0.124, -0.078], [0.161, 0.077, -0.312]], "nbo_charge": [-0.608, -0.045, -0.248, -0.552, 0.425, -0.507, 0.233, 0.221, 0.216, 0.196, 0.207, 0.354, 0.108]}

---

Entry 3:
{"formula": "C8H11N2O2S", "method": "ωB97M-V/def2-TZVPD", "smiles": "C=CC[n+]1ccn(C(C)=S(=O)=O)c1", "spin_multiplicity": 1, "homo_ev": [-13.3, -13.3], "lumo_ha": [-0.1959, -0.1959], "homo_lumo_gap_ev": [7.92, 7.93], "total_charge": 1, "elements": ["C", "C", "C", "C", "C", "C", "C", "C", "N", "N", "O", "O", "S", "H", "H", "H", "H", "H", "H", "H", "H", "H", "H", "H"], "coordinates": [[0.481282, -1.505159, -0.609397], [-0.859539, -1.260022, -0.676249], [-0.051973, 0.109906, 0.754277], [-3.552839, 2.147068, -0.857525], [-3.158546, 0.907544, -0.712462], [2.395145, -0.468590, 0.749924], [3.365189, -1.427258, 0.241700], [-2.515447, 0.301808, 0.533072], [0.986109, -0.553263, 0.252786], [-1.192710, -0.254711, 0.153373], [2.051522, 2.128089, 0.319316], [4.350471, 1.407491, 0.783195], [3.033650, 1.132372, 0.353407], [1.213408, -2.241687, -1.189151], [-1.607358, -1.875193, -1.154816], [0.018373, 0.867657, 1.534663], [-3.960017, 2.617112, -1.753254], [-3.531470, 2.859256, -0.023384], [-3.073763, 0.090445, -1.394322], [3.016299, -2.121058, -0.631984], [3.495967, -2.228366, 0.970565], [4.378701, -0.948827, -0.008133], [-2.364332, 0.916479, 1.359776], [-2.918122, -0.601094, 1.004622]], "atomic_forces_ev_per_a": [[1.457, -1.170, -1.874], [-0.166, -2.192, -1.193], [-0.399, 1.503, 0.566], [-0.471, 1.329, 0.237], [0.966, -1.569, 1.534], [-1.009, 2.684, -2.057], [1.257, -3.221, -1.443], [-0.035, -1.405, -0.798], [1.178, -0.961, 0.998], [2.268, 1.194, 1.560], [-1.538, 1.753, -0.291], [0.839, -0.197, -0.163], [-0.477, -1.680, 1.341], [-2.282, 1.819, 1.459], [0.062, 0.269, -0.239], [0.016, -0.229, -0.433], [0.176, -0.646, -0.039], [0.141, -0.470, -0.104], [-0.736, 0.294, -1.507], [0.690, 1.839, 0.980], [0.455, 0.205, 0.452], [-1.600, -0.958, 0.488], [0.419, 1.582, 1.112], [-1.213, 0.229, -0.585]], "nbo_charge": [-0.054, -0.043, 0.282, -0.313, -0.225, -0.155, -0.708, -0.230, -0.343, -0.268, -0.846, -0.796, 2.041, 0.277, 0.256, 0.258, 0.233, 0.210, 0.201, 0.225, 0.257, 0.286, 0.225, 0.231]}

---

Energy relative to the best compared isomer or geometry (same formula, charge and spin) for the records above, in order: 0.0; 189.2; 341.0 kJ/mol